1.
Computed, not measured: one molecule with the formula C3H6IN at a distorted geometry, with the ωB97M-V functional and the def2-TZVPD basis.

Structure (ORCA input):
```
! RIJCOSX wB97M-V def2-TZVPD def2/J DEFGRID3
* xyz 0 1
C 0.37825 1.82059 -0.02710
N 0.82747 0.47748 -0.00838
C -0.41769 -0.49239 -0.01381
C 0.07533 -1.88973 -0.02069
I -2.45500 0.20982 0.04155
H 1.21790 2.37403 0.20499
H -0.47662 2.10547 0.70509
H 0.16689 2.19137 -0.98073
H 0.26390 -2.31776 1.10396
H -0.72644 -2.47223 -0.54010
H 1.14601 -2.00666 -0.46478
*
```

Properties
Energy = -12795.6013 eV
Molecular weight = 182.99 u


2.
Computed, not measured: a 2-piece molecular cluster, C3H6IN3 overall at a distorted geometry, with the ωB97M-V functional and the def2-TZVPD basis.

Structure (ORCA input):
```
! RIJCOSX wB97M-V def2-TZVPD def2/J DEFGRID3
* xyz 0 1
C 0.56036 0.76947 -0.67896
C 2.40703 0.83876 0.52857
C -1.72444 0.30151 -0.38107
N -0.85212 -1.92746 0.84362
N 0.07037 -1.17009 0.48340
N -0.30962 -0.06828 -0.20365
I 3.97428 1.19917 -0.78193
H 0.26746 1.68461 -1.03484
H 2.64510 -0.25369 0.90371
H -2.15241 0.38796 -1.33566
H -2.27090 -0.38098 0.31105
H -1.97575 1.34423 -0.09421
H -0.63936 -2.72522 1.43997
*
```

Properties
Energy = -15770.8925 eV
Molecular weight = 211.01 u


3.
Computed, not measured: one molecule with the formula C3H6INO at a distorted geometry, with the ωB97M-V functional and the def2-TZVPD basis.

Structure (ORCA input):
```
! RIJCOSX wB97M-V def2-TZVPD def2/J DEFGRID3
* xyz 0 3
C 0.02771 -0.32198 -0.07361
C -0.03423 -1.66985 -0.83241
C -0.75693 1.61707 0.82290
N -0.96606 0.25228 0.42326
O 1.17183 0.37433 -0.21048
I 3.02398 -0.33131 -0.08888
H 0.59614 -1.51114 -1.71590
H 0.39157 -2.33105 -0.16495
H -1.11192 -1.93104 -1.21343
H -1.41476 2.31833 0.38242
H 0.34003 1.85406 0.82669
H -1.26737 1.68030 1.84441
*
```

Properties
Energy = -14842.0495 eV
Molecular weight = 198.99 u
<S²> = 2.011


4.
Computed, not measured: a 2-piece molecular cluster, C3H6INOS overall at a distorted geometry, with the ωB97M-V functional and the def2-TZVPD basis.

Structure (ORCA input):
```
! RIJCOSX wB97M-V def2-TZVPD def2/J DEFGRID3
* xyz 0 1
C -2.37645 -1.36964 0.01888
C 1.89820 0.97810 0.75365
C 0.77122 0.56836 -0.22891
N -2.90317 -2.46866 0.07619
O 1.05802 0.96845 -1.58965
S 0.47480 -1.18524 0.13636
I -3.08706 0.53450 -0.08276
H 2.61853 0.27912 0.50407
H 2.30563 1.89447 0.48673
H 1.52430 0.79278 1.75932
H -0.07000 1.29977 0.06316
H -2.40696 -3.41847 -0.03801
H 0.19292 1.12647 -1.85904
*
```

Properties
Energy = -25677.7571 eV
Molecular weight = 231.06 u


5.
Computed, not measured: a 2-piece molecular cluster, C3H6INOS overall at a distorted geometry, with the ωB97M-V functional and the def2-TZVPD basis.

Structure (ORCA input):
```
! RIJCOSX wB97M-V def2-TZVPD def2/J DEFGRID3
* xyz 0 1
C 0.57625 -0.51303 0.04640
C -0.66643 0.15847 -0.54334
O -1.74252 0.27039 0.25604
S 0.04059 1.82402 -1.12742
H 0.81262 0.03712 0.96454
H 0.16723 -1.42697 0.35330
H 1.25638 -0.68874 -0.73834
H -0.92970 -0.14523 -1.45761
H -1.41896 0.42960 1.11483
H 1.08070 1.86874 -0.25323
N -4.07990 2.22784 1.30274
C -4.31879 1.21573 0.79523
I -4.66522 -0.43280 -0.38281
*
```

Properties
Energy = -25679.7108 eV
Molecular weight = 231.06 u


6.
Computed, not measured: one molecule with the formula C3H6INOS at a distorted geometry, with the ωB97M-V functional and the def2-TZVPD basis.

Structure (ORCA input):
```
! RIJCOSX wB97M-V def2-TZVPD def2/J DEFGRID3
* xyz 0 1
N -1.19448 -2.20770 -0.86524
S -1.51921 -1.14053 0.13699
O -1.48812 -1.25701 1.59787
I -3.50925 0.30172 -0.20897
C -0.47938 0.12084 -0.45292
C 0.10797 1.03786 0.59315
C 0.96308 -0.00238 -0.04268
H -1.76920 -2.95807 -0.97430
H -0.79800 0.42058 -1.47175
H -0.10332 0.69003 1.72570
H 0.13533 2.12639 0.52397
H 1.72448 0.37438 -0.59940
H 1.29145 -0.93351 0.41072
*
```

Properties
Energy = -25678.5598 eV
Molecular weight = 231.06 u


7.
Computed, not measured: C3H6LiO3 as an isolated structure at a distorted geometry, with the ωB97M-V functional and the def2-TZVPD basis.

Structure (ORCA input):
```
! RIJCOSX wB97M-V def2-TZVPD def2/J DEFGRID3
* xyz 1 1
H 0.58834 -2.47692 0.70057
O 0.63080 0.08217 0.95718
C -0.41416 -0.03853 0.33726
O -0.74837 0.88431 -0.54064
Li 2.37543 0.20952 0.75804
O -0.92565 -1.20357 0.01140
C -0.01793 -2.29579 -0.19543
H 0.65368 -1.98280 -0.99962
H -0.57893 -3.19426 -0.47724
C -0.46754 2.24784 -0.18876
H -0.67611 2.51569 0.85291
H 0.60761 2.33975 -0.35860
H -1.02720 2.91257 -0.85708
*
```

Properties
Energy = -9549.6315 eV
Molecular weight = 97.02 u


8.
Computed, not measured: one molecule with the formula C3H6N10 at a distorted geometry, with the ωB97M-V functional and the def2-TZVPD basis.

Structure (ORCA input):
```
! RIJCOSX wB97M-V def2-TZVPD def2/J DEFGRID3
* xyz 0 1
N 2.35360 0.81640 -0.02924
C 0.98991 1.08887 -0.05170
N 0.32298 2.18844 -0.05940
N -0.96904 1.92254 0.04389
C -1.05660 0.58973 0.21209
N -2.19909 -0.25018 0.33016
C -3.51028 -0.06343 0.19615
N -4.41927 -1.02613 0.14779
N -5.61786 -0.37692 -0.02791
N -5.49633 0.88474 -0.12696
N -4.15919 1.12285 0.03908
N 0.18773 -0.05294 0.10867
N 0.64265 -1.30475 0.44962
H 2.68756 0.51988 -1.00872
H 2.81471 1.66763 0.18409
H -1.86680 -1.19013 0.60206
H -3.80576 1.97314 -0.34706
H 1.56874 -1.34605 0.01636
H 0.73360 -1.55317 1.44119
*
```

Properties
Energy = -18106.2173 eV
Molecular weight = 182.15 u


9.
Computed, not measured: a 2-piece molecular cluster, C3H6N2 overall at a distorted geometry, with the ωB97M-V functional and the def2-TZVPD basis.

Structure (ORCA input):
```
! RIJCOSX wB97M-V def2-TZVPD def2/J DEFGRID3
* xyz 0 1
C 0.95859 0.35140 -0.54044
C 1.83739 0.04735 0.34035
N 2.36062 -0.25065 1.35536
H 0.26367 -0.26872 -1.14640
H 0.98102 1.47487 -0.79916
H 3.32691 -0.60285 1.33842
C -1.72316 -0.07400 0.21052
N -1.80503 -0.36684 -0.98173
H -2.59747 -0.06256 0.92229
H -0.81628 0.38800 0.57869
H -2.78627 -0.63599 -1.27788
*
```

Properties
Energy = -6185.4689 eV
Molecular weight = 70.09 u


10.
Computed, not measured: one molecule with the formula C3H6N2 at a distorted geometry, with the ωB97M-V functional and the def2-TZVPD basis.

Structure (ORCA input):
```
! RIJCOSX wB97M-V def2-TZVPD def2/J DEFGRID3
* xyz 0 1
H -3.61354 -0.08658 -0.18269
N -2.71532 -0.49270 -0.08584
N -2.00404 0.47245 0.15612
C -0.55692 0.41150 0.28947
C 0.45751 -0.40960 -0.29845
C 1.87822 -0.03625 -0.00008
H -0.26039 1.24995 0.93857
H 0.23986 -1.34040 -0.76111
H 2.23533 0.25060 -1.09944
H 1.81600 0.74092 0.73580
H 2.52328 -0.75988 0.30764
*
```

Properties
Energy = -6185.2910 eV
Molecular weight = 70.09 u


11.
Computed, not measured: one molecule with the formula C3H6N2 at a distorted geometry, with the ωB97M-V functional and the def2-TZVPD basis.

Structure (ORCA input):
```
! RIJCOSX wB97M-V def2-TZVPD def2/J DEFGRID3
* xyz 0 1
C -1.07552 0.36030 -0.63104
C 0.23449 -0.31140 -0.17319
N 1.28332 0.68881 -0.01645
C 0.01888 -1.12238 1.05424
N -0.11838 -1.74052 2.02327
H -1.94712 -0.01074 -0.08731
H -0.99344 1.43846 -0.47185
H -1.23994 0.19445 -1.69811
H 0.56809 -1.01461 -0.94361
H 2.18251 0.24781 0.14923
H 1.08714 1.26983 0.79484
*
```

Properties
Energy = -6188.0118 eV
Molecular weight = 70.09 u


12.
Computed, not measured: one molecule with the formula C3H6N2 at a distorted geometry, with the ωB97M-V functional and the def2-TZVPD basis.

Structure (ORCA input):
```
! RIJCOSX wB97M-V def2-TZVPD def2/J DEFGRID3
* xyz 0 1
H -1.54784 1.70183 -0.97828
N -0.78951 2.10642 -0.29274
C 0.01831 1.08010 -0.15321
N -0.40710 -0.11669 -0.58879
C 0.67401 -1.11819 -0.35455
C -0.09736 -0.90584 0.80362
H 0.74101 1.45494 0.59840
H 1.58693 -0.53159 -0.57883
H 0.60959 -1.80324 -0.96574
H 0.09395 -0.26003 1.64083
H -0.88198 -1.60772 0.86930
*
```

Properties
Energy = -6184.3718 eV
Molecular weight = 70.09 u


> Look up the molecular weight of the twelfth one.

70.09 u